Run one
A cluster of 10 separate species, C25H73N17O13 in total. Source: the OMol25 dataset; level of theory: ωB97M-V/def2-TZVPD.

Computed properties:
SMILES	COCCNCCOC.COCCNCCOC.COCCNCCOC.NC(N)=O.NC(N)=O.NC(N)=O.NC(N)=O.NC(N)=O.NC(N)=O.NC(N)=O
highest occupied orbital energy	-8.06	eV
HOMO-LUMO gap	0.292	Ha

Geometry as XYZ:
```
128
C25H73N17O13 | the OMol25 dataset | ωB97M-V/def2-TZVPD
O -3.69331 4.27066 -0.40041
O -2.54931 4.40866 3.29959
O 1.44969 4.32066 -0.44841
O -3.66531 -1.94834 -1.73941
O -0.08231 2.09266 -2.93541
O 5.21169 0.84766 6.65959
O 3.49269 -5.20634 1.36159
O -0.04531 0.16666 3.42559
O -1.30331 -0.29334 -7.04641
O -0.73531 -3.82034 3.59059
O -5.28031 1.95366 -4.32441
O 3.30269 1.06066 0.50159
O -1.71431 -1.09234 0.79759
N 2.81269 -1.50234 1.60359
N -0.66731 -3.60134 1.40559
N 0.40769 3.68466 1.33659
N -3.98031 2.38166 -1.37341
N -0.63731 1.41366 -4.89941
N -0.94731 0.97666 0.53259
N -2.25231 2.96666 1.65959
N -1.02831 0.28166 -3.11141
N -0.61031 3.37266 -0.47141
N -1.50831 2.46366 3.49359
N -3.12831 2.45866 -4.63841
N -2.35231 -1.91234 -4.19541
N 4.57369 2.50566 3.57659
N -3.68031 0.82466 -3.31441
N 0.49469 -5.24734 2.42459
N -2.84231 3.99766 -2.44941
N -2.61931 0.22666 -0.59241
C -1.65931 0.66466 -7.74341
C 2.93569 -2.74134 0.88459
C -0.31831 -4.20634 2.53259
C -0.40431 -0.59534 4.60359
C -2.44031 -1.02034 -6.59041
C 3.54869 2.20166 1.28059
C -2.02731 -3.10734 -3.37241
C -3.53231 3.57666 -1.38241
C -2.13431 3.32266 2.85559
C 4.06269 -6.05934 2.08659
C -4.33531 -2.29034 -0.49841
C 5.41269 -0.54334 6.48559
C 3.73069 -3.81934 1.75559
C 4.42569 1.43266 5.68159
C 1.31569 -0.03334 3.02659
C -2.06531 -2.07034 -5.55641
C 2.68469 1.32466 -0.50041
C 1.50469 -1.27034 2.17259
C 4.48969 1.62366 2.39259
C 0.46269 3.84866 0.09759
C -2.44131 -2.71434 -1.90841
C -0.50431 1.26566 -3.60441
C -4.12331 1.74066 -4.18041
C 5.39869 1.93766 4.57659
C -1.72831 -0.00434 0.29459
H -1.12031 -2.68634 1.51959
H -0.39131 2.38566 -5.31641
H 5.42469 -1.06534 7.49959
H 5.08669 -5.73334 2.24859
H 3.56769 -6.15034 3.09159
H 4.08869 -7.10534 1.70959
H -0.26831 -1.66834 4.39859
H -3.03931 -1.48834 -7.32641
H 4.77669 -3.59534 1.60659
H -2.99831 3.43266 1.17859
H -4.85031 -3.15934 -0.63641
H 0.82669 -1.30334 1.34859
H -0.28331 0.62066 1.21259
H 3.38769 -3.68234 2.76259
H -3.04031 1.15566 -0.84841
H 0.81569 -5.61634 3.32059
H 3.70569 2.98566 3.79259
H 1.86869 -3.06434 0.63359
H -0.63331 0.64166 -5.59241
H -3.24031 -0.51234 -0.95641
H 3.00269 -0.66834 1.05359
H -1.28031 3.45266 0.29559
H 6.24469 -0.68334 5.87659
H -2.38931 1.31866 -7.27841
H -1.00931 -3.51034 -3.46441
H 2.96569 2.19766 -1.01941
H 4.56969 -0.93634 6.04859
H -5.09131 -1.57634 -0.14841
H 3.98269 0.72866 2.77059
H -0.88831 3.50266 -1.44841
H 6.16069 1.26366 4.30259
H -3.42031 -1.82734 -4.06941
H 3.99369 2.23866 6.18159
H 3.61869 0.72066 5.29659
H -1.41931 -0.28534 4.96859
H 1.10769 4.04966 2.00359
H 1.19469 -5.32034 1.73759
H -1.41731 2.84866 4.44859
H -3.05431 -0.25534 -6.08541
H 3.42769 -2.64734 -0.08041
H -2.68831 -2.89334 -5.82241
H 2.79769 0.40466 -1.10041
H -2.16631 2.06866 -4.64241
H -4.21431 0.01666 -2.99341
H -4.68631 2.14666 -0.71641
H 0.34569 -0.35634 5.35059
H -2.54931 -4.00834 -3.72041
H -1.08531 -2.48434 -5.86841
H 1.57969 1.37766 -0.51341
H -2.64231 0.67766 -3.32141
H -0.37931 3.19766 1.74659
H -1.99931 1.98866 1.39059
H -3.36731 3.17166 -5.38441
H -3.84531 1.71166 -2.22741
H 2.67269 2.52366 1.77759
H -2.30831 -3.47934 -1.12441
H 2.08469 -0.03934 3.79459
H -1.29831 -0.60134 -3.54141
H 3.97169 3.07166 0.84959
H -2.21231 0.36566 -8.62841
H -0.29731 -3.81934 0.54659
H -1.11331 1.54166 3.30759
H -2.53531 4.90866 -2.49941
H -0.78431 1.21966 -8.11341
H -1.76331 -1.97034 -1.62241
H -2.77531 3.45166 -3.32241
H 5.99169 2.67766 5.14159
H -0.71631 1.84966 -0.06841
H -0.98831 0.32966 -2.08341
H 1.30169 0.79966 2.34459
H 5.48169 1.40566 1.91959
H 1.25469 -2.19234 2.67359
H -3.72931 -2.57934 0.31659
```



Run two
A cluster of 10 separate species, C25H73N17O13 in total. Source: the OMol25 dataset; level of theory: ωB97M-V/def2-TZVPD.

Computed properties:
SMILES	COCCNCCOC.COCCNCCOC.COCCNCCOC.NC(N)=O.NC(N)=O.NC(N)=O.NC(N)=O.NC(N)=O.NC(N)=O.NC(N)=O
highest occupied orbital energy	-8.57	eV
HOMO-LUMO gap	0.326	Ha

Geometry as XYZ:
```
128
C25H73N17O13 | the OMol25 dataset | ωB97M-V/def2-TZVPD
O 23.95012 -24.88488 -0.53442
O 19.47843 -20.41832 -0.43910
O 23.28856 -21.48261 -1.52238
O 14.94150 -17.13424 1.64286
O 17.76903 -25.87140 3.40843
O 22.52384 -19.31187 -6.11649
O 18.77594 -15.35589 4.40453
O 23.07223 -24.80191 4.39116
O 17.33235 -21.46602 7.08319
O 21.54962 -19.34081 4.37251
O 19.66493 -24.76468 -1.14844
O 19.85200 -23.60987 2.99176
O 16.14044 -19.47700 -1.56480
N 21.44880 -21.16239 -3.73867
N 17.30111 -25.60424 0.37106
N 21.99454 -24.98219 0.79298
N 21.19154 -19.14531 -1.33200
N 18.41324 -22.18410 1.84607
N 22.87987 -26.37938 6.14583
N 23.88564 -26.39099 1.25915
N 21.78560 -21.63251 4.58190
N 21.06609 -25.91948 4.65943
N 16.23005 -19.55520 6.32509
N 17.49736 -17.72280 3.59924
N 18.91773 -18.61539 -1.72479
N 14.48967 -20.88068 -0.71162
N 23.70510 -20.30920 4.24586
N 16.75424 -21.54089 -0.67488
N 20.65480 -22.26330 1.29648
N 18.22004 -20.27581 5.24966
C 23.32353 -25.36512 0.42522
C 15.81402 -20.57381 -1.05257
C 24.02946 -22.02631 -0.41615
C 22.29334 -20.34147 4.38168
C 16.74545 -26.48566 1.39841
C 23.62200 -18.41079 -6.23180
C 15.46180 -18.29412 2.21365
C 18.52995 -25.36504 -1.73391
C 22.90564 -21.40609 -3.91117
C 16.56981 -25.70894 2.70058
C 17.31103 -20.46686 6.31511
C 20.16863 -23.68375 -1.92346
C 19.66030 -22.75484 2.12353
C 23.37032 -22.22903 -2.70285
C 19.43342 -16.62992 4.53648
C 15.11734 -17.03151 0.25478
C 18.96130 -17.55307 3.43395
C 20.83597 -20.32420 -4.78890
C 16.96923 -18.42163 2.41662
C 22.40973 -25.66046 5.01761
C 19.67257 -14.33467 3.97776
C 19.84941 -19.42101 -1.09920
C 21.62689 -19.04972 -5.06837
C 17.87543 -26.32172 -0.75684
C 17.73527 -25.19391 4.66265
H 18.56490 -27.08525 -0.36678
H 15.77399 -26.24496 3.22813
H 20.42196 -21.63534 0.54190
H 19.83214 -20.07874 -4.44933
H 17.11864 -26.80940 -1.38225
H 22.09558 -18.71522 -4.13496
H 14.42660 -17.60076 -0.37111
H 16.77467 -25.34170 5.18190
H 24.33177 -22.66898 -2.99344
H 16.39860 -22.32937 -0.17076
H 23.28199 -26.93465 1.82435
H 18.01127 -25.00627 0.78823
H 14.20770 -21.81548 -0.49524
H 23.33689 -17.49008 -6.75622
H 20.99181 -18.23678 -5.44567
H 18.27596 -21.57780 1.05430
H 18.73772 -25.77024 -2.73443
H 21.52051 -24.30043 0.24318
H 19.11283 -16.95063 5.53362
H 20.52440 -16.58139 4.56181
H 13.73277 -20.25383 -0.89240
H 23.97555 -18.15094 -5.22219
H 17.91746 -18.80710 -1.63470
H 21.55223 -22.69930 1.38578
H 17.10285 -19.50459 2.53421
H 23.89658 -21.40889 0.47059
H 17.72941 -21.42162 -0.89358
H 21.83606 -19.76813 -0.85709
H 23.76365 -23.06910 -0.21508
H 21.40147 -20.67603 -2.84491
H 20.46311 -14.01419 4.65969
H 19.10946 -17.66926 -2.00000
H 24.85043 -26.62148 1.13290
H 20.80847 -21.77293 4.71882
H 24.12736 -21.15565 3.92343
H 15.08628 -19.19600 1.70230
H 19.38611 -22.91460 -1.95646
H 19.01292 -13.49939 3.73592
H 21.70373 -25.23119 1.71035
H 23.84910 -26.41722 6.38003
H 20.34717 -23.97767 -2.96284
H 15.81053 -26.91376 1.03485
H 21.05928 -23.28858 -1.44942
H 20.52000 -26.60649 5.13132
H 22.61470 -23.02230 -2.64163
H 15.55025 -19.52644 7.04742
H 19.20172 -17.04922 2.48414
H 24.10600 -19.41404 4.04107
H 17.52689 -18.15241 1.50793
H 17.64561 -24.15015 4.34867
H 17.78563 -24.56221 -1.91490
H 19.40574 -18.54845 3.43215
H 18.50936 -25.43517 5.37413
H 16.16063 -17.20341 -0.02513
H 22.39345 -22.43031 4.62813
H 23.38976 -20.41993 -3.89418
H 17.42037 -27.32350 1.62243
H 17.97000 -19.58920 4.56323
H 16.18812 -18.90041 5.55916
H 16.39224 -24.64929 2.50427
H 21.53485 -18.21672 -1.48018
H 15.05201 -18.46242 3.22026
H 22.20440 -26.79632 6.74507
H 14.94728 -15.98595 -0.02162
H 17.59042 -22.47479 2.33734
H 20.61943 -25.34379 3.96925
H 17.06346 -16.79875 3.54444
H 25.07566 -21.94650 -0.74392
H 20.14004 -14.66358 3.03983
H 24.40516 -18.95568 -6.75488
H 20.85192 -20.98707 -5.65342
H 23.08226 -21.95663 -4.83292
H 18.99286 -20.90997 5.20209
```



Tell me which of them is the most stable. Sure, it is run two.



Run one
A structure of composition C27H33Ge2N5O3PtS. Source: the OMol25 dataset; level of theory: ωB97M-V/def2-TZVPD.

Computed properties:
highest occupied orbital energy (spin up / spin down)	-10.62 / -10.71	eV
HOMO-LUMO gap (spin up / spin down)	0.270 / 0.229	Ha
net charge	+1
spin multiplicity	2
<S²>	0.76

Geometry as XYZ:
```
72
C27H33Ge2N5O3PtS | the OMol25 dataset | ωB97M-V/def2-TZVPD
Pt 2.46502 -0.51110 1.40478
Ge -1.30189 -0.23084 -1.03982
Ge -2.96636 0.10871 0.68885
S 2.32546 -2.69052 0.46870
O 3.22913 0.21666 3.10860
O 0.47782 0.43564 -1.04852
O 5.34664 0.06976 0.98567
N 0.86030 -1.14944 2.40888
N 4.09496 0.21031 0.46082
N 0.18777 -4.19245 0.82368
N 0.17663 -2.29051 2.06155
N 1.69454 0.31536 -0.51236
C -1.29167 1.57413 -4.82149
C 0.41305 -0.50232 3.43108
C 2.42972 0.89163 3.94196
C -2.17000 -4.09859 -2.43115
C 2.60161 1.01427 -1.12489
C -1.69279 1.01806 -2.49658
C 0.06285 -2.45371 -2.39873
C -2.22801 -2.85432 -1.82053
C 0.13089 -3.70231 -3.00017
C -4.57770 -0.03286 -0.42897
C -3.27550 -1.04759 2.22700
C 5.13040 1.56956 -1.27271
C -2.46052 2.17370 -2.38167
C -0.98706 -4.52518 -3.01925
C 1.05907 0.59565 4.10130
C -2.64228 3.02226 -3.46655
C 0.77945 -3.03853 1.19040
C 2.22499 2.60953 5.61906
C 3.97588 0.91761 -0.59790
C -1.11575 -2.01394 -1.80084
C 0.30433 1.31615 5.04091
C -2.05839 2.72407 -4.68734
C -1.11117 0.73227 -3.73507
C -2.72469 1.94979 1.35081
C 2.34529 1.87438 -2.31811
C 2.99812 1.89994 4.72257
C 0.86890 2.32491 5.78563
H -2.93444 2.69245 0.58216
H 4.83757 2.54040 -1.66526
H -2.20289 3.38245 -5.53382
H -4.50679 0.55751 -1.33869
H 0.94480 -1.82271 -2.38922
H 1.05473 -4.03326 -3.45684
H 4.05214 2.11042 4.60373
H 0.64926 -4.81892 0.19004
H 5.96440 1.68400 -0.58765
H -0.52840 -0.17336 -3.86231
H -0.51434 -0.88381 3.84876
H -0.93768 -5.49571 -3.49532
H 1.29393 1.88601 -2.57306
H -4.02986 -0.51192 2.80697
H -3.69120 -2.01151 1.93578
H 5.20162 -0.21850 1.90123
H -1.69841 2.10591 1.68878
H 0.27534 2.87785 6.49937
H -3.16018 -2.54261 -1.36010
H 5.45855 0.95697 -2.11576
H -3.39066 2.14199 2.19288
H -4.79163 -1.06466 -0.70591
H -0.84448 1.32900 -5.77647
H -2.39025 -1.20852 2.83049
H -3.04549 -4.73442 -2.44877
H -2.92321 2.43872 -1.44048
H 2.91665 1.51296 -3.17612
H -3.24257 3.91587 -3.35564
H -0.59302 -4.52968 1.36048
H 2.68350 3.39607 6.20438
H -0.74081 1.06201 5.17281
H -5.42192 0.33487 0.15752
H 2.67670 2.89399 -2.11355
```



Run two
A structure of composition C27H33Ge2N5O3PtS. Source: the OMol25 dataset; level of theory: ωB97M-V/def2-TZVPD.

Computed properties:
highest occupied orbital energy (spin up / spin down)	-10.48 / -10.48	eV
HOMO-LUMO gap (spin up / spin down)	0.183 / 0.176	Ha
net charge	+1
spin multiplicity	2
<S²>	0.82

Geometry as XYZ:
```
72
C27H33Ge2N5O3PtS | the OMol25 dataset | ωB97M-V/def2-TZVPD
Pt -1.35536 -0.34357 -0.11982
Ge 0.43678 0.22938 1.46804
Ge 2.87447 -1.07936 1.28979
S -2.11313 -1.92411 1.91911
O 1.28181 -1.66960 -1.03580
O -1.82676 2.45400 -1.69588
O -3.29804 0.08538 -1.24495
N -1.51936 -3.36287 -0.25559
N -1.01711 1.33944 -1.72290
N -1.94711 -2.34239 -0.95465
N -0.99304 -4.31345 1.75043
N 0.61232 -0.67091 -1.41727
C -0.03219 4.32561 0.64756
C 2.33439 3.98689 0.48116
C -0.19609 2.98622 0.94476
C 0.90489 0.18990 -2.33747
C -2.37677 -2.52254 -2.16970
C -3.37152 -1.91075 -4.29168
C 2.16612 2.64898 0.80101
C 2.42198 -3.00017 1.59069
C -0.02230 -1.04221 5.57448
C 0.43346 2.51451 -3.30095
C -1.20182 -0.39296 5.89492
C 0.56781 -0.83921 4.33591
C -1.48796 -3.27980 1.05257
C -4.41090 0.22427 -4.64152
C -3.03164 -1.56230 -2.97055
C 0.04830 1.35306 -2.44305
C -1.18283 0.68454 3.75712
C 1.23681 4.82842 0.41231
C -1.77839 0.47601 4.98625
C 2.07374 0.01509 -3.26268
C 3.89715 -0.27960 2.83124
C -4.04885 -1.04934 -5.11321
C 4.00417 -0.75712 -0.32248
C 0.90247 2.13877 1.05479
C -3.44712 -0.27206 -2.45167
C -4.11177 0.60457 -3.36684
C -0.00272 0.02899 3.42230
H -1.19414 2.58509 1.09479
H 1.89699 -3.14177 2.53086
H 1.71979 0.05910 -4.29148
H 1.80373 -3.34789 0.77070
H -3.08744 -2.88794 -4.65348
H -2.66698 2.13698 -1.31005
H -4.30962 -1.33819 -6.11876
H -0.74740 -5.15878 1.25758
H 0.42049 -1.73709 6.27286
H -2.28607 -3.53057 -2.57593
H -4.41967 1.56890 -2.98953
H 4.83937 -0.81954 2.89535
H -1.16909 -4.36518 2.74136
H 3.34670 -3.57221 1.60968
H 3.02985 1.99801 0.85845
H 1.47745 -1.37259 4.09223
H 5.03670 -0.95335 -0.04389
H 1.36683 5.87399 0.17622
H 2.53323 -0.95283 -3.08327
H 1.24781 3.07126 -2.83543
H 3.32355 4.37105 0.27930
H -4.94588 0.90099 -5.29211
H -1.67430 -0.56490 6.85042
H 4.11697 0.76775 2.64890
H 0.76520 2.18187 -4.28056
H 2.81748 0.79725 -3.12165
H 3.70436 -1.43938 -1.10815
H -0.89571 4.97017 0.58420
H -2.71207 0.96745 5.21534
H 3.92106 0.26619 -0.67751
H -1.65276 1.34586 3.04028
H -0.41708 3.18307 -3.41632
H 3.38676 -0.36246 3.78383
```



Tell me which of them is the most stable. Sure, it is run one.



Run one
A structure of composition Cl2H2O2P2. Source: the OMol25 dataset; level of theory: ωB97M-V/def2-TZVPD.

Computed properties:
highest occupied orbital energy	-10.60	eV
HOMO-LUMO gap	0.389	Ha

Geometry as XYZ:
```
8
Cl2H2O2P2 | the OMol25 dataset | ωB97M-V/def2-TZVPD
Cl -0.99013 1.51845 -2.07779
Cl -1.53763 1.93413 1.05357
P 1.33353 -0.60339 1.05285
P -0.80704 0.48216 -0.47691
O 0.73299 0.35522 -0.23620
O -1.45759 -0.79221 -0.32812
H 0.41231 -1.64168 0.71613
H 2.31357 -1.25267 0.29647
```



Run two
A structure of composition Cl2H2O2P2. Source: the OMol25 dataset; level of theory: ωB97M-V/def2-TZVPD.

Computed properties:
highest occupied orbital energy (spin up / spin down)	-8.84 / -8.84	eV
HOMO-LUMO gap (spin up / spin down)	0.258 / 0.258	Ha

Geometry as XYZ:
```
8
Cl2H2O2P2 | the OMol25 dataset | ωB97M-V/def2-TZVPD
Cl 2.60198 -0.57118 1.16604
Cl 0.44493 1.73082 0.77275
P 1.24075 0.10507 -0.03144
P -1.89947 -0.68594 0.00070
O -0.53507 -1.36621 0.03271
O 1.69418 0.16565 -1.41684
H -1.43487 0.51920 0.70321
H -2.11242 0.10259 -1.22714
```



Tell me which of them is the most stable. Sure, it is run one.